[1]
Molecular formula: C5H14N5
Method: DFT, ωB97M-V with the def2-TZVPD basis set

## Properties
Relative energy (zero: lowest compared OMol25 entry of this formula, charge and spin), kJ/mol: 95.59
HOMO level (spin up / spin down), eV: -11.12 / -11.22
F_max, Eh/bohr: 0.0913
E_LUMO (spin up / spin down), eV: -2.93 / -7.12
E_tot, Eh: -472.210668
Spin multiplicity: 3
Net charge: +1
Gap between HOMO and LUMO (spin up / spin down), eV: 8.2 / 4.1

Positions of all 24 atoms, in Å:
C -2.001 0.680 -0.565
C 0.710 0.876 0.713
C 1.925 0.729 0.140
C 1.322 -1.732 -0.142
C 2.342 -0.631 -0.358
N -2.894 -0.057 -0.074
N -3.395 -0.728 0.831
N -2.276 1.547 -1.527
N -3.888 -1.953 0.639
N 2.787 1.731 -0.124
H 0.099 0.036 0.911
H 0.367 1.925 0.996
H 1.526 -2.779 -0.359
H 0.305 -1.377 -0.534
H 1.135 -1.942 0.991
H 2.673 -0.552 -1.456
H 3.310 -0.961 -0.035
H -3.115 1.891 -1.843
H -1.466 2.136 -1.938
H -4.119 -2.469 1.388
H -3.971 -2.474 -0.259
H -0.986 0.669 -0.330
H 3.745 1.604 -0.266
H 2.479 2.621 0.334

=====

[2]
Molecular formula: C5H14N7O2SbSe4V
Method: DFT, ωB97M-V with the def2-TZVPD basis set

## Properties
Relative energy (zero: lowest compared OMol25 entry of this formula, charge and spin), kJ/mol: 339.71
HOMO level (spin up / spin down), eV: -4.04 / -4.14
F_max, Eh/bohr: 0.0715
E_LUMO (spin up / spin down), eV: 1.76 / 1.70
E_tot, Eh: -11522.820260
Spin multiplicity: 3
Net charge: -1
Gap between HOMO and LUMO (spin up / spin down), eV: 5.8 / 5.8

Positions of all 34 atoms, in Å:
V 0.494 -0.012 -0.384
Se -2.064 0.846 5.500
Sb -2.598 0.344 3.202
Se 2.031 -0.522 1.109
Se -0.290 -0.147 1.768
Se -4.585 1.790 2.705
C -1.115 3.942 3.061
N -0.095 3.257 2.276
C 1.078 2.833 3.022
C -0.278 2.771 1.010
N 0.651 2.419 0.200
N -1.622 2.646 0.625
C -2.088 1.766 -0.310
N -3.440 1.755 -0.436
N -1.277 1.035 -1.006
H -1.579 3.281 3.798
H -1.887 4.373 2.428
H -0.635 4.768 3.592
H 1.889 3.569 2.977
H 1.446 1.887 2.632
H 0.787 2.668 4.059
H 1.566 2.603 0.586
H -2.312 2.923 1.308
H -3.979 1.989 0.404
H -3.820 0.989 -0.963
H -1.735 0.607 -1.804
N 1.787 -2.214 -1.645
N 0.612 -1.502 -2.026
C 0.945 -0.100 -2.522
O 0.285 0.311 -3.451
O 1.846 0.497 -1.797
H 2.474 -2.211 -2.389
H 1.541 -3.172 -1.442
H 0.087 -1.899 -2.792

=====

[3]
Molecular formula: C5H14NO
Method: DFT, ωB97M-V with the def2-TZVPD basis set

## Properties
Relative energy (zero: lowest compared OMol25 entry of this formula, charge and spin), kJ/mol: 33.51
HOMO level, eV: -2.81
F_max, Eh/bohr: 0.0111
E_LUMO, eV: 4.30
E_tot, Eh: -328.880988
Spin multiplicity: 1
Net charge: -1
Gap between HOMO and LUMO, eV: 7.1

Positions of all 21 atoms, in Å:
C -1.210 -1.547 -1.862
C 0.064 -1.751 -1.053
N 0.942 -0.593 -1.177
C 2.128 -0.774 -0.362
H -1.878 -2.401 -1.697
H -1.017 -1.434 -2.929
H -1.702 -0.662 -1.455
H 0.602 -2.636 -1.426
H -0.216 -1.927 -0.006
H 0.403 0.192 -0.739
H 2.714 0.146 -0.348
H 1.893 -1.046 0.681
H 2.741 -1.592 -0.761
C -1.227 1.859 1.122
O -0.962 0.740 0.402
C -0.123 2.188 2.145
H -2.150 1.773 1.747
H -1.436 2.742 0.469
H -0.343 3.105 2.708
H 0.868 2.267 1.691
H -0.091 1.353 2.852

=====

[4]
Molecular formula: C5H14NO
Method: DFT, ωB97M-V with the def2-TZVPD basis set

## Properties
Relative energy (zero: lowest compared OMol25 entry of this formula, charge and spin), kJ/mol: 23.72
HOMO level (spin up / spin down), eV: 4.53 / 0.00
F_max, Eh/bohr: 0.0318
E_LUMO (spin up / spin down), eV: 6.92 / 6.85
E_tot, Eh: -328.719548
Spin multiplicity: 2
Net charge: -2
Gap between HOMO and LUMO (spin up / spin down), eV: 2.4 / 6.8

Positions of all 21 atoms, in Å:
C 1.000 1.984 1.184
C 1.372 -1.498 -0.389
C 1.157 -0.533 0.761
C 1.611 0.863 0.333
H -0.060 2.052 0.912
H 1.423 2.985 0.990
H 1.085 1.808 2.261
H 0.946 -2.488 -0.168
H 2.438 -1.634 -0.610
H 0.819 -1.085 -1.238
H 1.703 -0.822 1.668
H 0.090 -0.465 0.980
H 2.711 0.918 0.338
H 1.280 1.014 -0.695
N -3.252 -0.280 -0.364
C -2.076 -0.771 -1.144
O -1.042 0.097 -1.141
H -2.919 0.578 0.066
H -4.059 -0.027 -0.922
H -1.796 -1.719 -0.641
H -2.431 -0.979 -2.181

=====

[5]
Molecular formula: C5H14NO
Method: DFT, ωB97M-V with the def2-TZVPD basis set

## Properties
Relative energy (zero: lowest compared OMol25 entry of this formula, charge and spin), kJ/mol: 488.10
HOMO level, eV: -11.85
F_max, Eh/bohr: 0.0811
E_LUMO, eV: -8.12
E_tot, Eh: -328.500326
Spin multiplicity: 1
Net charge: +1
Gap between HOMO and LUMO, eV: 3.7

Positions of all 21 atoms, in Å:
C -0.820 0.015 0.752
O -1.670 -0.515 -0.385
C 0.542 -0.625 0.831
C 1.479 -0.459 -0.310
C 2.932 -0.115 0.141
C 2.980 1.211 0.907
N -4.430 0.387 -1.572
H -0.808 1.087 0.519
H -1.478 -0.114 1.628
H -1.463 -1.394 -0.599
H 0.601 -1.558 1.412
H 1.061 0.329 -1.015
H 1.537 -1.403 -0.918
H 3.587 -0.064 -0.775
H 3.280 -0.937 0.822
H 3.973 1.362 1.320
H 2.221 1.168 1.694
H 2.719 2.100 0.267
H -3.582 0.149 -1.015
H -4.757 -0.370 -2.164
H -5.200 0.879 -1.013

=====

[6]
Molecular formula: C5H14NO
Method: DFT, ωB97M-V with the def2-TZVPD basis set

## Properties
Relative energy (zero: lowest compared OMol25 entry of this formula, charge and spin), kJ/mol: 236.01
HOMO level, eV: -13.27
F_max, Eh/bohr: 0.1337
E_LUMO, eV: -3.22
E_tot, Eh: -328.596342
Spin multiplicity: 1
Net charge: +1
Gap between HOMO and LUMO, eV: 10.0

Positions of all 21 atoms, in Å:
C -0.618 0.977 0.239
C 0.643 1.216 1.021
C 1.684 0.021 0.957
C 2.230 0.059 -1.534
C 1.903 -0.617 -0.363
N -0.949 -0.458 0.503
H -0.532 1.231 -0.839
H -1.391 1.593 0.691
H 1.298 2.070 0.508
H 0.636 1.552 2.147
H 1.342 -0.705 1.696
H 2.650 0.381 1.281
H 2.156 1.109 -1.540
H 2.572 -0.385 -2.346
H 1.825 -1.755 -0.249
H -1.146 -0.542 1.509
H -1.880 -0.802 0.010
H -0.245 -1.088 0.205
H -3.818 -0.689 -1.831
H -4.592 -1.839 -0.991
O -3.766 -1.330 -1.074

=====

[7]
Molecular formula: C5H14NO
Method: DFT, ωB97M-V with the def2-TZVPD basis set

## Properties
Relative energy (zero: lowest compared OMol25 entry of this formula, charge and spin), kJ/mol: 264.77
HOMO level, eV: -14.34
F_max, Eh/bohr: 0.0653
E_LUMO, eV: -3.58
E_tot, Eh: -328.585387
Spin multiplicity: 1
Net charge: +1
Gap between HOMO and LUMO, eV: 10.8

Positions of all 21 atoms, in Å:
C -0.653 2.521 -1.245
C -0.272 1.601 -2.394
C 0.575 0.316 -2.096
C 0.165 -0.418 -0.817
C 0.757 -0.229 0.380
N 0.324 -1.129 1.517
H -1.503 3.081 -1.661
H -0.069 3.455 -0.933
H -0.999 2.087 -0.312
H 0.306 1.981 -3.239
H -1.309 1.429 -2.715
H 1.651 0.511 -2.066
H 0.421 -0.486 -2.817
H -0.871 -0.750 -0.792
H 1.727 0.208 0.603
H 1.015 -1.589 2.119
H -0.050 -1.962 1.054
H -0.526 -0.906 2.044
H 0.012 -4.018 4.364
H -0.768 -2.645 4.624
O 0.068 -3.057 4.382

=====

[8]
Molecular formula: C5H14NO
Method: DFT, ωB97M-V with the def2-TZVPD basis set

## Properties
Relative energy (zero: lowest compared OMol25 entry of this formula, charge and spin), kJ/mol: 79.03
HOMO level, eV: -15.34
F_max, Eh/bohr: 0.0681
E_LUMO, eV: -2.93
E_tot, Eh: -328.656132
Spin multiplicity: 1
Net charge: +1
Gap between HOMO and LUMO, eV: 12.4

Positions of all 21 atoms, in Å:
C 1.090 -0.456 -2.166
C 0.615 0.001 -0.794
N -0.579 0.936 -0.949
C 0.240 -1.156 0.095
C -0.619 -0.842 1.315
C -0.265 0.436 2.042
O -0.720 1.570 1.280
H 0.448 -1.249 -2.542
H 1.117 0.352 -2.857
H 2.089 -0.831 -2.079
H 1.422 0.599 -0.372
H -0.751 1.476 -0.108
H -0.467 1.473 -1.770
H -1.398 0.356 -1.134
H -0.293 -1.870 -0.511
H 1.165 -1.650 0.366
H -1.643 -0.774 1.052
H -0.456 -1.624 2.027
H 0.800 0.569 2.207
H -0.742 0.467 3.006
H -1.054 2.217 1.892

=====

[9]
Molecular formula: C5H14NO
Method: DFT, ωB97M-V with the def2-TZVPD basis set

## Properties
Relative energy (zero: lowest compared OMol25 entry of this formula, charge and spin), kJ/mol: 212.33
HOMO level, eV: -14.37
F_max, Eh/bohr: 0.0977
E_LUMO, eV: -3.08
E_tot, Eh: -328.605363
Spin multiplicity: 1
Net charge: +1
Gap between HOMO and LUMO, eV: 11.3

Positions of all 21 atoms, in Å:
C 0.220 0.561 -1.782
C -1.956 1.070 -0.137
C 1.863 0.224 0.483
C 0.286 -1.297 1.496
C -0.425 -0.103 -0.593
N 0.430 -0.056 0.709
O -0.826 -1.358 -0.881
H 1.075 -0.005 -2.140
H 0.500 1.589 -1.582
H -0.514 0.567 -2.584
H -2.604 0.996 -0.994
H -1.541 2.054 0.001
H -2.397 0.648 0.755
H 2.304 -0.570 -0.116
H 1.993 1.175 -0.027
H 2.381 0.274 1.440
H -0.746 -1.438 1.813
H 0.599 -2.148 0.892
H 0.915 -1.249 2.382
H 0.055 0.717 1.268
H -1.611 -1.648 -0.402

=====

[10]
Molecular formula: C5H14NO
Method: DFT, ωB97M-V with the def2-TZVPD basis set

## Properties
Relative energy (zero: lowest compared OMol25 entry of this formula, charge and spin), kJ/mol: 276.47
HOMO level, eV: -12.92
F_max, Eh/bohr: 0.0625
E_LUMO, eV: -3.28
E_tot, Eh: -328.580931
Spin multiplicity: 1
Net charge: +1
Gap between HOMO and LUMO, eV: 9.6

Positions of all 21 atoms, in Å:
C -0.007 1.071 -0.591
C 1.293 1.154 0.231
C 1.714 -0.120 1.094
C -0.520 -0.423 2.383
C 0.770 -0.743 2.046
N -0.094 -0.338 -1.080
H -1.004 1.381 -0.005
H 0.033 1.803 -1.489
H 1.300 2.037 0.946
H 2.190 1.283 -0.478
H 2.222 -1.041 0.592
H 2.630 0.311 1.569
H -1.025 0.523 2.689
H -1.107 -1.407 2.654
H 1.231 -1.727 2.232
H 0.617 -0.730 -1.712
H -1.048 -0.524 -1.512
H -0.099 -0.849 -0.207
H -2.389 -1.164 -3.420
H -2.359 0.416 -3.172
O -2.505 -0.448 -2.764